DFT (ωB97M-V/def2-TZVPD) results for C48H41NP3S3SbV as an isolated structure.

The molar mass is 993.7 g/mol. The total energy comes out at -144532.84923 eV. The HOMO energy (spin up / spin down) is -6.69 / -7.00 eV.

The geometry in ORCA input format:
```
! wB97M-V def2-TZVPD RIJCOSX def2/J DEFGRID3
* xyz 0 4
H -0.472 6.857 -0.215
H -2.585 3.437 1.218
C 5.545 -2.073 2.442
H -4.107 0.502 -5.743
H 6.526 -2.505 2.564
H 4.492 -6.456 0.913
C -1.586 5.228 0.610
C -0.561 3.723 -1.483
H 2.257 -4.407 -2.101
S -0.117 -0.197 2.518
H -0.596 -4.603 -2.564
C 2.969 -5.123 1.623
C -2.420 1.088 -2.308
C 4.250 -1.746 -1.580
H 1.168 -0.695 -2.337
C -3.735 1.906 -4.163
P 3.697 0.512 -0.059
H 4.556 -3.506 -2.755
C -1.923 3.885 0.486
H -0.157 3.142 -2.304
H 6.712 5.245 0.736
C 0.553 -1.357 -4.278
C 1.976 -4.226 1.270
H -4.282 2.710 -4.633
H 0.430 5.514 -2.090
S 1.784 1.102 -0.253
H -5.294 -1.269 0.215
H 4.076 -2.310 -0.670
V -0.163 -0.397 0.127
C 3.453 -5.498 -0.698
C 0.302 -2.667 -2.266
C 6.148 4.336 0.579
H 4.931 -2.254 -4.851
H 2.010 -0.549 2.021
H 3.172 -5.311 2.667
C 4.517 -2.402 3.326
C -2.943 -0.359 -4.164
C -3.132 2.111 -2.933
N -2.012 -1.298 0.141
P 0.392 -2.757 -0.437
H 3.638 3.119 -1.323
H 2.464 -2.103 3.861
H -1.359 -4.458 -0.661
H 6.101 -0.942 0.721
H -0.858 -4.349 -4.977
C -3.637 0.668 -4.785
H 4.969 5.153 -1.016
H 4.817 0.220 -4.846
C -4.248 -1.513 0.163
C 2.449 -4.608 -1.053
C 3.258 -1.860 3.172
C 4.515 -2.425 -2.761
H -0.149 -2.254 -6.091
C 6.377 3.234 1.384
C 5.175 4.284 -0.411
C -0.227 5.059 -1.363
H 4.326 1.425 -2.777
C -3.673 -2.805 0.013
C 4.444 3.127 -0.600
H -4.066 1.361 0.071
H 5.811 1.231 1.857
C -0.267 -3.689 -3.033
S 2.690 1.837 3.936
C 4.692 1.998 0.186
C 5.650 2.068 1.191
C 4.378 0.345 -2.760
C 4.185 -0.359 -1.571
C -2.311 -2.631 0.011
C -1.180 -3.620 0.016
C -0.013 -2.372 -5.025
C 3.712 -5.761 0.638
H 4.029 -5.991 -1.469
C 4.027 -0.631 1.263
C -0.417 -3.549 -4.400
H -3.215 3.084 -2.464
H 0.864 -0.438 -4.751
C 1.697 -3.970 -0.072
C 4.724 -1.724 -3.934
H 7.104 3.283 2.180
C 4.656 -0.333 -3.932
C -0.737 5.815 -0.312
C -1.420 3.124 -0.562
C 3.000 -0.974 2.133
H -2.933 1.154 1.455
H -1.008 -4.055 1.011
P -1.710 1.335 -0.631
H -1.833 -0.982 -2.446
H 1.421 -3.709 2.046
Sb 0.831 1.933 2.714
H -4.197 -3.742 -0.060
H -1.985 5.807 1.430
C 5.303 -1.189 1.411
C -3.149 0.873 0.416
H 4.709 -3.088 4.139
C 0.717 -1.507 -2.905
C -3.204 -0.629 0.262
C -2.342 -0.151 -2.932
H -2.874 -1.332 -4.629
*
```


DFT (ωB97M-V/def2-TZVPD) results for an isolated ion of composition C3H5N2 and charge +1.

The molar mass is 69.1 g/mol. The total energy comes out at -6163.49061 eV. Its SMILES is C#CC(N)=[NH2+]. The HOMO energy is -15.92 eV.

The geometry in ORCA input format:
```
! wB97M-V def2-TZVPD RIJCOSX def2/J DEFGRID3
* xyz 1 1
H 0.425 1.985 0.054
C 0.365 0.091 -0.136
N 1.033 1.182 0.057
H -3.232 -0.311 0.175
N 0.840 -1.123 0.040
C -2.225 -0.074 0.083
C -1.034 0.084 -0.167
H 1.955 1.370 0.212
H 1.753 -1.411 -0.134
H 0.121 -1.793 -0.183
*
```


DFT (ωB97M-V/def2-TZVPD) results for C15H31ClCoO4P2 as an isolated structure.

The molar mass is 431.7 g/mol. The total energy comes out at -92959.32491 eV. The HOMO energy (spin up / spin down) is -3.76 / -6.73 eV.

The geometry in ORCA input format:
```
! wB97M-V def2-TZVPD RIJCOSX def2/J DEFGRID3
* xyz 0 4
H 0.450 -2.051 4.376
H 2.073 2.742 1.995
H -2.807 0.859 -3.173
P -0.207 1.935 1.709
H 2.533 -0.657 -3.335
H -2.598 1.962 1.348
H -0.286 1.695 -0.594
C 1.539 -0.638 -3.820
C 0.608 -1.448 -2.974
H 1.100 -2.212 -2.360
H -1.764 3.161 0.315
Co -0.305 -0.193 1.565
H 1.652 -1.100 -4.820
H 1.142 2.095 -2.248
C -1.817 0.879 -3.662
H -0.780 -4.085 1.394
H 0.890 3.730 2.868
Cl -0.169 0.421 7.266
H -0.699 -3.765 -0.390
C -1.801 2.711 1.308
P 0.362 -2.033 0.895
H -1.355 2.258 -2.043
H 0.893 -0.735 -0.999
H 0.530 0.946 -4.956
H -0.876 -0.586 -0.876
C 2.073 -2.570 0.866
C -0.863 -3.323 0.601
H -0.869 -0.548 -5.035
C -0.871 1.540 -2.715
O -0.683 -0.785 3.242
H 1.557 0.012 6.089
C 0.333 1.067 0.056
H -1.375 -2.014 -2.437
O -0.376 1.305 6.134
H 2.259 -3.092 -0.082
H 2.251 -3.233 1.729
O 1.083 -0.634 6.669
C 0.072 -0.424 -0.334
C -0.735 -1.377 -3.054
H 1.392 1.338 -0.137
H 2.750 -1.707 0.968
H -2.401 -1.073 -4.310
H -2.027 3.469 2.060
H -1.882 -2.906 0.666
C 1.077 3.201 1.923
C 1.135 0.853 -4.037
H -1.927 1.469 -4.594
H 2.080 1.390 -4.232
O -1.261 -0.500 7.499
H 1.048 3.900 1.079
C 0.468 1.495 -2.869
C -1.442 -0.579 -4.092
C -0.315 -1.257 4.345
H -0.861 -0.911 5.216
*
```